# C50H50N10

10 unconnected molecules or ions with the total composition C50H50N10 in a non-equilibrium geometry (the ωB97M-V functional and the def2-TZVPD basis, OMol25).

Last column: Mulliken charge in e.
Cartesian coordinates (Å):
1 N -1.33837 1.47323 0.30464  -0.408
2 C -1.70525 0.25539 -0.09081  -1.346
3 C -0.84104 -0.83269 -0.09985  0.512
4 C 0.40034 -0.68171 0.50088  0.297
5 C 0.76815 0.56098 0.99976  -0.964
6 C -0.12094 1.61279 0.81494  0.688
7 H -2.74037 0.08261 -0.36519  0.667
8 H -1.20422 -1.83543 -0.28485  -0.226
9 H 1.13902 -1.47329 0.57468  0.500
10 H 1.77989 0.71120 1.35238  0.450
11 H 0.15165 2.60195 1.17235  -0.264
12 N -3.25456 -2.75734 1.11168  -0.037
13 C -3.27856 -2.04979 2.23431  0.135
14 C -3.95497 -2.44796 3.37815  -0.514
15 C -4.66054 -3.63862 3.32216  -0.306
16 C -4.59008 -4.40469 2.17443  -0.586
17 C -3.90080 -3.92405 1.07132  -0.352
18 H -2.63932 -1.17279 2.23163  0.148
19 H -4.03309 -1.78826 4.22980  0.302
20 H -5.21387 -3.95955 4.19597  0.389
21 H -5.12747 -5.34300 2.10482  0.368
22 H -3.79889 -4.49776 0.15876  0.434
23 N -0.53168 1.77141 -5.79566  -0.610
24 C -1.26095 1.27353 -4.78650  -0.309
25 C -1.07701 1.65064 -3.46644  -0.133
26 C -0.20301 2.68038 -3.15822  -0.121
27 C 0.58255 3.15420 -4.18821  -0.526
28 C 0.38115 2.67794 -5.48288  -0.329
29 H -1.93077 0.45774 -5.02846  0.466
30 H -1.77699 1.19906 -2.77137  0.377
31 H -0.00546 3.06588 -2.16797  0.410
32 H 1.23937 3.99887 -4.01813  0.423
33 H 1.00515 3.06882 -6.27997  0.365
34 N -1.06304 -5.16562 -1.00225  -0.159
35 C -1.03186 -6.48456 -1.21670  -0.475
36 C -0.11357 -7.30262 -0.57759  -0.414
37 C 0.79055 -6.76542 0.32007  -0.252
38 C 0.73973 -5.40326 0.57040  -0.789
39 C -0.15969 -4.65665 -0.18660  0.399
40 H -1.77026 -6.85100 -1.91672  0.407
41 H -0.09026 -8.35986 -0.81230  0.378
42 H 1.51852 -7.41169 0.79444  0.405
43 H 1.48152 -4.92879 1.19051  0.352
44 H -0.14294 -3.59140 0.02571  0.101
45 N 0.91371 6.38271 -2.34469  -0.609
46 C -0.10313 7.18401 -2.64749  -0.515
47 C -1.30569 7.11746 -1.97229  -0.258
48 C -1.47188 6.20465 -0.94612  -0.915
49 C -0.42791 5.34538 -0.64547  0.227
50 C 0.73366 5.45732 -1.41598  -0.212
51 H 0.02694 7.90329 -3.44672  0.356
52 H -2.12376 7.78116 -2.22550  0.387
53 H -2.37657 6.18920 -0.35213  0.414
54 H -0.45263 4.64585 0.17841  0.538
55 H 1.57619 4.81393 -1.17513  0.609
56 N 6.54984 -5.31211 1.05934  -0.567
57 C 6.52956 -4.30229 0.19024  -0.307
58 C 5.37578 -3.59096 -0.12613  -0.430
59 C 4.20171 -3.90197 0.53667  0.308
60 C 4.21615 -4.97162 1.41994  -0.447
61 C 5.39184 -5.68533 1.58994  -0.364
62 H 7.50362 -3.96703 -0.14684  0.356
63 H 5.42090 -2.89793 -0.95676  0.333
64 H 3.27635 -3.38155 0.32295  0.335
65 H 3.32956 -5.20714 1.99064  0.522
66 H 5.38765 -6.55012 2.24548  0.350
67 N 2.27296 3.81942 2.34451  -0.520
68 C 2.04818 3.12605 3.47255  -0.189
69 C 1.21077 3.59852 4.47288  -0.438
70 C 0.57182 4.81834 4.32124  -0.342
71 C 0.76236 5.51320 3.13980  -0.332
72 C 1.72737 5.02405 2.26820  -0.528
73 H 2.49710 2.14099 3.49585  0.500
74 H 1.11531 2.98033 5.35694  0.381
75 H 0.03200 5.22099 5.16947  0.452
76 H 0.29285 6.47789 3.00472  0.454
77 H 1.90461 5.61239 1.37115  0.592
78 N -3.87535 -1.62143 -5.61369  -0.573
79 C -2.65188 -2.11728 -5.61885  -0.310
80 C -1.96916 -2.49427 -4.45095  -0.498
81 C -2.60796 -2.23249 -3.26222  0.296
82 C -3.83480 -1.58698 -3.24101  -0.366
83 C -4.46454 -1.33413 -4.44643  -0.425
84 H -2.21046 -2.30617 -6.59172  0.327
85 H -0.96930 -2.89049 -4.55038  0.399
86 H -2.09769 -2.33507 -2.30952  0.367
87 H -4.34491 -1.35774 -2.31394  0.416
88 H -5.46667 -0.93826 -4.54556  0.372
89 N 3.09318 2.49684 -1.74243  0.049
90 C 2.70040 1.22377 -1.60360  -0.468
91 C 3.56054 0.14154 -1.74475  -0.796
92 C 4.90706 0.38217 -2.00604  -0.119
93 C 5.30557 1.68955 -2.14001  -0.651
94 C 4.37682 2.70797 -2.00427  -0.240
95 H 1.63919 1.07630 -1.45444  0.733
96 H 3.19178 -0.84692 -1.50017  0.412
97 H 5.54248 -0.49339 -2.04774  0.332
98 H 6.34584 1.91342 -2.34506  0.384
99 H 4.78610 3.71051 -1.92862  0.361
100 N -1.93005 -0.12926 5.06112  -0.539
101 C -1.31922 0.78026 4.31699  -0.424
102 C -1.73679 2.11643 4.34141  -0.018
103 C -2.71530 2.52053 5.21711  -0.645
104 C -3.26878 1.54018 6.02738  -0.309
105 C -2.85580 0.22660 5.95710  -0.517
106 H -0.54459 0.39145 3.66813  0.604
107 H -1.27698 2.77277 3.61314  0.607
108 H -3.03998 3.55104 5.23401  0.430
109 H -3.97082 1.84143 6.80098  0.376
110 H -3.32289 -0.55676 6.53723  0.444

For the relative energy (zero: lowest compared OMol25 entry of this formula, charge and spin), the calculation gives 28.7 kcal/mol. The value obtained for the gap between HOMO and LUMO is 9.449 eV. The value obtained for the LUMO energy is 0.016 hartree. The value obtained for the calculated total energy is -67559.42574 eV. The SMILES is c1ccncc1.c1ccncc1.c1ccncc1.c1ccncc1.c1ccncc1.c1ccncc1.c1ccncc1.c1ccncc1.c1ccncc1.c1ccncc1. The largest force on an atom is 0.0320 hartree/bohr.